(1)
Molecular formula: C14H35BaN2O4Se2Si2Te
Method: DFT, ωB97M-V/def2-TZVPD

```
61
Properties=species:S:1:pos:R:3:nbo_charge:R:1
Ba -0.278 -0.337 0.719 1.74
O 2.709 -0.614 4.879 -0.78
C 3.033 -0.318 3.521 -0.07
C 2.740 1.130 3.117 -0.18
C 3.462 2.074 4.097 -0.04
O 2.920 2.100 5.403 -0.75
C 1.239 1.498 3.077 -0.55
Se -0.134 0.239 3.806 -0.67
C 3.386 1.399 1.742 -0.52
Se 2.775 0.325 0.202 -0.70
H 1.731 -0.638 4.901 0.50
H 2.515 -1.004 2.847 0.19
H 4.106 -0.496 3.408 0.17
H 3.398 3.097 3.713 0.16
H 4.527 1.799 4.123 0.15
H 2.784 1.168 5.640 0.49
H 0.986 1.728 2.035 0.17
H 1.072 2.417 3.636 0.22
H 4.466 1.258 1.818 0.20
H 3.219 2.446 1.482 0.20
N 0.153 0.056 -2.135 -0.71
N -0.941 -0.439 -2.871 -0.54
C -1.919 -1.258 -2.233 0.87
O -2.595 -1.957 -2.980 -0.72
O -2.016 -1.129 -0.962 -0.93
H 0.338 1.022 -2.377 0.37
H 1.000 -0.478 -2.304 0.36
H -0.751 -0.762 -3.807 0.36
C 0.249 4.352 0.323 -1.13
Si -1.392 4.716 1.153 1.65
C -1.483 3.939 2.847 -1.14
C -1.575 6.581 1.311 -1.11
C -2.819 4.087 0.096 -1.17
Te -2.404 2.165 -0.735 0.47
C -4.366 1.313 -0.659 -1.14
Si -4.954 0.760 1.037 1.66
C -5.176 2.221 2.197 -1.12
C -3.762 -0.450 1.808 -1.15
C -6.622 -0.071 0.782 -1.11
H 1.064 4.774 0.916 0.24
H 0.295 4.802 -0.673 0.23
H 0.458 3.284 0.217 0.24
H -0.660 4.289 3.476 0.24
H -1.426 2.848 2.832 0.27
H -2.415 4.217 3.348 0.23
H -0.788 7.000 1.942 0.23
H -2.536 6.844 1.759 0.23
H -1.517 7.067 0.334 0.23
H -3.045 4.757 -0.734 0.24
H -3.710 3.999 0.719 0.25
H -4.273 0.428 -1.294 0.27
H -5.047 2.007 -1.154 0.24
H -4.211 2.650 2.476 0.24
H -5.659 1.889 3.120 0.24
H -5.796 3.007 1.759 0.23
H -2.907 0.067 2.255 0.25
H -3.422 -1.166 1.056 0.26
H -4.244 -0.998 2.622 0.24
H -7.341 0.613 0.325 0.23
H -7.039 -0.411 1.732 0.23
H -6.522 -0.939 0.127 0.24
```

Total charge: -1
Relative energy (zero: lowest compared OMol25 entry of this formula, charge and spin): 4.1 kcal per mole
LUMO level: 0.0755 hartree

=====

(2)
Molecular formula: C14H35Li2N10O13
Method: DFT, ωB97M-V/def2-TZVPD

```
74
Properties=species:S:1:pos:R:3:mulliken_charge:R:1
Li 0.262 1.501 2.152 0.86
Li 1.614 0.899 -0.645 0.99
C -1.460 5.116 0.577 -0.57
C -0.716 3.967 0.417 0.33
C 0.279 3.871 -0.724 0.44
O 1.002 2.821 -0.872 -0.74
C 0.375 4.912 -1.623 -0.82
C -0.455 6.086 -1.540 0.29
C -1.401 6.232 -0.323 0.37
O -2.001 7.283 -0.136 -0.68
O -0.404 6.977 -2.382 -0.69
O -0.799 3.008 1.267 -0.66
H -2.122 5.153 1.433 0.35
H 0.964 4.844 -2.529 0.43
C 0.026 -1.935 -0.560 -1.33
C -0.288 -0.613 0.145 1.10
C -1.712 -0.430 0.613 -0.58
O 0.680 -0.197 1.077 -0.51
H -0.616 -2.099 -1.422 -0.11
H -0.120 -2.768 0.138 0.37
H 1.058 -1.858 -0.905 0.32
H -0.165 0.141 -0.646 0.50
H -2.506 -0.918 0.039 0.54
H -1.945 0.627 0.635 -0.60
H -1.840 -0.826 1.626 -0.05
C -1.733 -0.884 -5.040 0.57
O -1.322 0.240 -5.259 -0.61
N -1.772 -1.420 -3.783 -0.32
N -2.203 -1.724 -6.019 -0.44
H -1.472 -0.876 -2.996 0.19
H -2.288 -2.273 -3.669 0.16
H -2.197 -2.716 -5.863 0.18
H -2.231 -1.423 -6.973 0.24
C 3.254 -1.188 3.533 0.48
O 2.484 -0.747 4.381 -0.63
N 2.847 -1.495 2.275 0.06
N 4.563 -1.466 3.856 -0.47
H 2.002 -1.074 1.868 -0.09
H 3.527 -1.761 1.584 0.22
H 4.708 -1.482 4.849 0.27
H 5.121 -2.013 3.229 0.16
C 1.764 0.844 -3.638 0.47
O 1.814 0.350 -2.513 -0.58
N 2.091 0.152 -4.774 -0.38
N 1.539 2.169 -3.815 -0.26
H 2.103 0.563 -5.685 0.16
H 2.197 -0.839 -4.658 0.24
H 1.598 2.589 -4.721 0.14
H 1.222 2.687 -3.000 0.14
C -3.374 -0.390 3.834 0.76
O -3.181 -1.588 3.906 -0.64
N -3.117 0.578 4.795 -0.56
N -4.082 0.202 2.812 -0.33
H -3.008 1.476 4.353 0.25
H -2.431 0.365 5.498 0.22
H -4.359 -0.314 2.000 0.20
H -4.271 1.186 2.850 0.15
C 2.575 -5.313 -0.191 0.57
O 1.578 -5.901 -0.590 -0.65
N 3.795 -5.936 -0.104 -0.40
N 2.548 -4.005 0.173 -0.14
H 4.572 -5.520 0.370 0.17
H 3.858 -6.816 -0.578 0.23
H 3.420 -3.531 0.297 0.08
H 1.703 -3.475 0.274 0.22
O -0.081 -2.883 2.934 -0.74
H 0.184 -2.307 2.207 0.10
H -0.965 -2.575 3.172 0.36
O -0.005 0.918 4.100 -0.57
H -0.121 0.934 5.051 0.17
H 0.403 0.052 3.921 0.31
O -3.960 2.116 0.167 -0.68
H -3.994 2.747 -0.558 0.26
H -3.019 1.976 0.325 0.22
```

Total charge: -1
LUMO level: 0.0542 hartree

=====

(3)
Molecular formula: C14H36AgBBr8O4PdS2
Method: DFT, ωB97M-V/def2-TZVPD

```
67
Properties=species:S:1:pos:R:3:nbo_charge:R:1
Ag -21.861 7.370 8.470 0.91
Pd -21.940 6.956 4.783 1.27
O -20.487 7.838 3.253 -0.30
C -19.586 8.649 4.069 -0.19
C -19.621 8.521 5.658 -0.12
O -20.814 8.150 6.380 -0.80
H -19.711 9.673 3.715 0.24
H -18.549 8.550 3.747 0.25
H -19.185 9.449 6.027 0.18
H -18.890 7.771 5.960 0.17
B -23.383 6.241 6.745 -0.80
H -23.450 7.199 7.238 -0.05
H -24.180 5.661 7.185 0.07
H -23.512 6.358 5.681 -0.01
H -22.427 5.821 7.015 -0.02
C -21.396 10.583 0.861 -0.83
S -22.807 11.819 0.739 1.26
O -22.746 12.459 2.079 -1.01
C -21.825 12.869 -0.360 -0.83
H -21.005 10.229 -0.093 0.23
H -21.677 9.677 1.398 0.23
H -20.542 10.983 1.407 0.21
H -21.805 12.394 -1.341 0.24
H -20.849 12.960 0.117 0.23
H -22.149 13.910 -0.366 0.26
C -23.141 10.684 4.535 -0.82
S -24.278 9.489 3.844 1.27
O -23.542 8.145 4.062 -1.03
C -25.545 9.547 5.121 -0.83
H -23.126 10.523 5.613 0.24
H -23.525 11.702 4.473 0.28
H -22.142 10.576 4.115 0.25
H -26.222 8.777 4.751 0.25
H -26.158 10.438 4.992 0.27
H -25.213 9.099 6.058 0.27
Br -15.283 9.070 5.092 -0.03
C -15.962 10.594 6.230 -0.42
C -15.491 11.939 5.577 -0.42
Br -16.007 13.372 6.867 -0.02
H -15.524 10.516 7.225 0.23
H -17.050 10.551 6.283 0.20
H -15.999 12.051 4.619 0.22
H -14.406 12.014 5.507 0.24
Br -19.009 15.257 2.539 0.00
C -19.316 14.385 4.344 -0.45
C -19.321 12.871 4.430 -0.39
Br -20.396 12.313 6.063 -0.05
H -20.335 14.686 4.585 0.23
H -18.677 14.790 5.128 0.24
H -18.311 12.490 4.587 0.20
H -19.782 12.344 3.595 0.22
Br -17.566 5.800 0.076 -0.02
C -19.188 7.028 0.101 -0.42
C -20.063 6.691 -1.099 -0.45
Br -21.949 7.121 -0.779 -0.04
H -18.853 8.064 0.131 0.22
H -19.685 6.863 1.057 0.23
H -20.105 5.608 -1.214 0.24
H -19.961 7.135 -2.089 0.25
Br -19.677 9.102 9.570 0.00
C -17.946 9.549 8.863 -0.45
C -17.258 8.161 8.654 -0.46
Br -15.515 7.927 9.569 0.01
H -17.382 10.189 9.541 0.26
H -18.085 10.120 7.944 0.22
H -17.088 7.997 7.590 0.22
H -17.844 7.311 9.005 0.24
```

Total charge: +1
LUMO level (spin up / spin down): -0.1207 / -0.2226 hartree
Multiplicity: 4

=====

(4)
Molecular formula: C14H36AlF6N7O6P2S2
Method: DFT, ωB97M-V/def2-TZVPD

```
74
Properties=species:S:1:pos:R:3:mulliken_charge:R:1
Al 8.660 -31.852 -1.812 1.16
C 13.102 -29.678 -3.389 0.56
F 12.745 -28.405 -3.649 -0.18
F 14.326 -29.814 -3.921 -0.21
F 13.214 -29.845 -2.100 -0.19
S 11.892 -31.094 -4.105 0.94
O 12.331 -31.430 -5.433 -0.56
O 12.174 -32.143 -3.122 -0.65
N 10.260 -30.602 -3.876 -0.14
S 9.976 -29.912 -5.218 0.90
O 11.013 -28.932 -5.541 -0.57
O 9.538 -30.864 -6.282 -0.62
C 8.392 -28.856 -4.902 0.58
F 7.496 -29.527 -4.283 -0.23
F 8.773 -27.814 -4.147 -0.21
F 7.801 -28.499 -6.057 -0.19
O 9.514 -34.359 -3.147 -0.92
P 10.354 -35.363 -3.853 0.12
N 11.473 -36.300 -2.931 0.44
C 11.041 -37.580 -2.354 -1.17
C 12.676 -35.692 -2.294 -0.94
N 11.156 -34.817 -5.196 0.66
C 10.494 -33.871 -6.110 -1.36
C 12.227 -35.609 -5.793 -0.97
N 9.266 -36.447 -4.560 0.32
C 7.973 -35.995 -4.869 -0.75
C 9.639 -37.687 -5.318 -0.99
H 11.266 -38.421 -3.011 0.30
H 9.977 -37.481 -2.141 0.40
H 11.515 -37.800 -1.398 0.38
H 12.428 -35.226 -1.340 0.34
H 13.037 -34.886 -2.933 0.29
H 13.512 -36.364 -2.100 0.37
H 11.138 -33.315 -6.792 0.55
H 9.712 -34.391 -6.663 0.47
H 9.914 -33.119 -5.575 0.34
H 12.113 -35.418 -6.860 0.46
H 13.218 -35.270 -5.491 0.32
H 12.174 -36.686 -5.633 0.33
H 7.903 -35.210 -5.622 0.28
H 7.392 -36.840 -5.239 0.44
H 7.408 -35.687 -3.989 0.10
H 10.621 -38.080 -5.056 0.32
H 9.647 -37.501 -6.392 0.40
H 8.851 -38.420 -5.145 0.40
O 6.819 -33.485 -0.239 -0.68
P 6.232 -34.608 0.581 -0.17
N 4.662 -35.105 0.034 0.30
C 3.927 -36.280 0.417 -0.87
C 4.059 -34.247 -1.014 -0.90
N 5.962 -34.141 2.204 0.29
C 5.091 -34.883 3.160 -1.01
C 6.713 -33.000 2.682 -0.97
N 7.223 -36.044 0.701 0.51
C 8.059 -36.428 -0.434 -1.33
C 7.259 -37.000 1.795 -1.04
H 3.649 -36.831 -0.482 0.39
H 3.004 -35.911 0.863 0.39
H 4.460 -36.875 1.159 0.25
H 4.100 -33.201 -0.709 0.33
H 2.995 -34.422 -1.175 0.41
H 4.661 -34.407 -1.909 0.24
H 5.536 -34.865 4.155 0.45
H 4.103 -34.444 3.298 0.30
H 4.947 -35.942 2.950 0.36
H 6.343 -32.077 2.236 0.31
H 6.534 -32.817 3.742 0.38
H 7.750 -33.061 2.351 0.32
H 9.127 -36.262 -0.291 0.52
H 7.944 -37.498 -0.609 0.53
H 7.939 -35.868 -1.361 0.24
H 6.500 -37.779 1.719 0.39
H 7.134 -36.542 2.776 0.35
H 8.183 -37.570 1.901 0.38
```

Total charge: +2
Relative energy (zero: lowest compared OMol25 entry of this formula, charge and spin): 0.0 kcal per mole
LUMO level: -0.4300 hartree

=====

(5)
Molecular formula: C14H36B2N3O6S2
Method: DFT, ωB97M-V/def2-TZVPD

```
63
Properties=species:S:1:pos:R:3:nbo_charge:R:1
C 3.303 0.655 1.003 -0.66
C 3.225 1.579 -0.389 -0.41
C 1.857 1.084 -1.198 -0.21
N 0.944 2.221 -1.600 -0.87
B -0.355 2.240 -0.803 0.56
N -1.183 3.409 -1.390 -1.08
C -1.306 0.885 -1.070 -0.45
N -1.885 0.321 0.236 -0.68
C -1.169 -0.945 0.659 -0.44
C 0.052 2.452 0.776 -1.08
B -0.952 3.434 1.632 1.26
O -2.401 3.618 1.420 -0.96
O -0.323 4.185 2.775 -0.99
H 3.181 -0.469 0.676 0.22
H 4.284 0.867 1.605 0.19
H 2.336 0.981 1.623 0.23
H 4.160 1.302 -1.036 0.17
H 3.220 2.720 -0.123 0.21
H 1.360 0.253 -0.541 0.19
H 2.260 0.591 -2.207 0.15
H 0.784 2.274 -2.630 0.34
H -1.157 3.256 -2.443 0.33
H -2.213 3.269 -1.162 0.34
H -0.717 0.055 -1.693 0.15
H -2.243 1.165 -1.741 0.16
H -2.887 0.032 0.045 0.34
H -0.216 -1.208 0.029 0.19
H -1.901 -1.883 0.614 0.21
H -0.831 -0.860 1.787 0.17
H 1.119 2.989 0.776 0.22
H 0.209 1.451 1.383 0.24
H -2.476 4.572 1.065 0.49
H 0.367 4.825 2.415 0.49
C -5.352 -0.187 4.377 -0.41
C -5.745 -1.637 4.653 -0.40
C -5.863 -2.345 3.304 -0.68
S -4.755 -1.492 2.193 2.17
O -5.542 -0.847 1.163 -0.94
O -3.632 -2.354 1.884 -0.93
C -4.225 -0.252 3.357 -0.68
H -5.040 0.330 5.289 0.22
H -6.208 0.354 3.956 0.21
H -4.964 -2.118 5.254 0.21
H -6.680 -1.703 5.217 0.21
H -5.570 -3.396 3.374 0.25
H -6.876 -2.267 2.899 0.24
H -4.055 0.696 2.843 0.29
H -3.296 -0.601 3.818 0.24
C 5.550 -1.396 -3.946 -0.41
C 5.622 -2.917 -4.070 -0.40
C 4.596 -3.505 -3.104 -0.69
S 3.308 -2.278 -2.936 2.17
O 3.312 -1.790 -1.572 -0.92
O 2.104 -2.758 -3.584 -0.94
C 4.069 -1.049 -3.977 -0.68
H 6.097 -0.896 -4.752 0.22
H 5.990 -1.081 -2.992 0.22
H 5.373 -3.211 -5.097 0.20
H 6.627 -3.293 -3.856 0.22
H 4.165 -4.433 -3.490 0.25
H 5.030 -3.678 -2.115 0.25
H 3.854 -0.050 -3.595 0.27
H 3.659 -1.164 -4.985 0.24
```

Total charge: -1
LUMO level: 0.0818 hartree

=====

(6)
Molecular formula: C14H36BIN2O2PS
Method: DFT, ωB97M-V/def2-TZVPD

```
58
Properties=species:S:1:pos:R:3:nbo_charge:R:1
S -0.738 3.114 1.241 -0.69
P -0.906 1.919 -0.318 0.88
C 0.663 1.459 -1.135 -0.23
C 0.831 1.914 -2.600 -0.06
O 0.566 0.837 -3.423 -0.73
B 0.285 -0.353 -2.604 0.58
I 1.690 -2.101 -3.008 -0.36
O 0.579 0.041 -1.227 -0.74
H -1.558 0.722 -0.019 0.00
H -1.674 2.590 -1.284 -0.04
H 1.555 1.678 -0.561 0.22
H 0.236 2.800 -2.839 0.15
H 1.871 2.240 -2.715 0.16
H -0.858 -0.707 -2.829 -0.13
C -5.166 3.848 0.710 -0.62
C -5.407 2.608 -0.137 -0.21
N -5.202 1.362 0.580 -0.45
C -5.196 0.201 -0.296 -0.21
C -6.491 -0.136 -1.048 -0.64
C -5.947 1.215 1.815 -0.22
C -7.480 1.302 1.753 -0.64
H -4.159 3.846 1.129 0.23
H -5.274 4.738 0.089 0.21
H -5.885 3.935 1.527 0.19
H -4.699 2.631 -0.969 0.20
H -6.415 2.671 -0.583 0.15
H -4.884 -0.670 0.285 0.19
H -4.401 0.350 -1.034 0.20
H -7.237 -0.590 -0.397 0.19
H -6.276 -0.856 -1.840 0.21
H -6.934 0.742 -1.518 0.20
H -5.589 1.977 2.510 0.19
H -5.655 0.264 2.266 0.19
H -7.817 2.115 1.108 0.20
H -7.878 1.492 2.752 0.21
H -7.932 0.377 1.398 0.20
C 3.417 -1.950 0.627 -0.62
C 4.821 -1.381 0.524 -0.22
N 5.790 -2.043 1.388 -0.45
C 7.057 -1.347 1.465 -0.20
C 7.905 -1.229 0.191 -0.64
C 5.866 -3.484 1.240 -0.21
C 6.204 -4.051 -0.147 -0.64
H 3.053 -1.914 1.656 0.20
H 2.743 -1.367 0.001 0.25
H 3.362 -2.979 0.273 0.20
H 4.787 -0.329 0.822 0.19
H 5.122 -1.393 -0.535 0.16
H 7.658 -1.820 2.248 0.18
H 6.845 -0.336 1.829 0.19
H 8.402 -2.166 -0.059 0.20
H 8.688 -0.480 0.338 0.20
H 7.311 -0.915 -0.667 0.21
H 4.907 -3.901 1.553 0.20
H 6.590 -3.856 1.972 0.18
H 5.662 -3.536 -0.940 0.22
H 5.921 -5.105 -0.192 0.21
H 7.269 -3.995 -0.367 0.19
```

Total charge: -1
LUMO level: 0.0993 hartree